The following is a quantum chemistry calculation of 2 unconnected molecules or ions with the total composition C3H9BrClNSi at a distorted geometry, from the OMol25 dataset.

CARTESIAN COORDINATES (ANGSTROEM)
C1 -1.51 -0.16 1.03
C2 -0.20 -1.18 -0.75
C3 2.63 1.51 0.39
N1 -0.75 0.05 -0.18
Si1 0.04 1.52 -0.67
Cl1 -1.02 2.95 0.01
Br1 3.39 -0.17 -0.02
H1 -0.87 -0.51 1.89
H2 -2.09 0.75 1.12
H3 -2.38 -0.84 0.67
H4 0.23 -0.87 -1.76
H5 0.81 -1.50 -0.12
H6 -0.89 -2.09 -0.74
H7 3.40 2.13 -0.05
H8 2.62 1.41 1.50
H9 0.13 1.47 -2.11

Properties
* relative energy (zero: lowest compared OMol25 entry of this formula, charge and spin): 2.7546 eV
* energy: -3498.0908 Eh
* E_HOMO: -7.9450 eV
* LUMO level: 0.2 eV